Entry 1:
Formula: C23H30N4O6S
Source: OMol25
Level of theory: ωB97M-V/def2-TZVPD

ORCA input file:
```
! RIJCOSX wB97M-V def2-TZVPD def2/J DEFGRID3
* xyz 0 1
C 3.24 5.33 -3.40
C 3.23 5.73 -1.93
O 2.48 4.75 -1.21
C 2.33 5.01 0.11
O 2.82 5.96 0.66
N 1.54 4.10 0.72
C 1.09 2.87 0.11
C 1.85 1.69 0.73
N 1.71 1.71 2.16
C 1.15 0.75 2.94
O 1.18 0.80 4.16
C 0.52 -0.42 2.25
C 0.89 -1.66 2.66
N 0.34 -2.82 2.21
C 0.83 -4.06 2.77
C -0.03 -4.53 3.94
C -0.73 -2.77 1.35
C -1.36 -3.94 0.88
C -2.42 -3.85 0.01
C -2.90 -2.62 -0.40
S -4.28 -2.55 -1.55
O -4.85 -3.87 -1.60
O -5.11 -1.44 -1.20
N -3.66 -2.25 -3.06
C -2.70 -3.21 -3.55
C -1.32 -2.63 -3.24
C -1.55 -1.11 -3.17
C -3.08 -0.94 -3.28
C -2.32 -1.46 0.07
C -1.22 -1.52 0.93
C -0.61 -0.25 1.35
O -1.04 0.83 0.97
C 2.17 2.94 2.77
C 1.40 4.12 2.16
H 2.22 5.30 -3.78
H 3.69 4.35 -3.52
H 3.81 6.06 -3.97
H 2.78 6.71 -1.79
H 4.25 5.76 -1.53
H 1.25 2.91 -0.96
H 0.02 2.73 0.32
H 1.48 0.75 0.32
H 2.92 1.78 0.49
H 1.69 -1.76 3.38
H 1.86 -3.90 3.11
H 0.87 -4.82 1.99
H -1.06 -4.69 3.63
H 0.36 -5.45 4.35
H -0.03 -3.77 4.73
H -1.02 -4.91 1.19
H -2.92 -4.74 -0.35
H -2.85 -3.32 -4.63
H -2.90 -4.18 -3.08
H -0.95 -3.01 -2.29
H -0.59 -2.90 -4.01
H -1.17 -0.70 -2.24
H -1.05 -0.59 -3.99
H -3.36 -0.60 -4.28
H -3.50 -0.25 -2.55
H -2.71 -0.49 -0.20
H 2.00 2.88 3.84
H 3.24 3.06 2.57
H 1.79 5.07 2.53
H 0.34 4.03 2.41
*
```

Computed properties:
Highest occupied orbital energy (eV): -8.72
Relative energy (zero: lowest compared OMol25 entry of this formula, charge and spin) (eV): 0.0000
SMILES string: CCOC(=O)N1CCN(C(=O)c2cn(CC)c3ccc(S(=O)(=O)N4CCCC4)cc3c2=O)CC1

Entry 2:
Formula: C17H12N4O7PdS
Source: OMol25
Level of theory: ωB97M-V/def2-TZVPD

ORCA input file:
```
! RIJCOSX wB97M-V def2-TZVPD def2/J DEFGRID3
* xyz 0 3
Pd -0.55 0.46 -0.88
O -0.74 5.61 -0.16
C -0.53 4.31 -0.51
O 0.55 3.92 -0.91
C -1.76 3.52 -0.29
C -2.85 4.26 0.16
C -4.13 3.64 0.32
C -4.27 2.28 0.03
C -3.08 1.55 -0.32
N -1.90 2.17 -0.55
C -3.28 0.08 -0.43
O -4.38 -0.41 -0.32
O -2.22 -0.65 -0.70
H 0.10 6.07 -0.44
H -2.74 5.33 0.35
H -5.02 4.20 0.59
H -5.24 1.78 0.09
N 3.32 1.76 0.40
C 3.65 1.13 -0.80
C 2.46 0.70 -1.35
N 1.41 1.11 -0.53
C 1.96 1.65 0.57
H 3.97 2.11 1.12
H 4.66 1.13 -1.15
H 2.28 0.10 -2.25
H 1.43 2.01 1.43
O -0.70 -3.12 -2.20
S 0.52 -2.61 -1.58
O 1.70 -2.33 -2.35
N 0.28 -1.34 -0.48
C 0.35 -1.73 0.82
O 0.14 -0.99 1.80
C 0.78 -3.14 0.92
C 1.15 -3.82 2.11
C 1.61 -5.14 2.05
C 1.85 -5.72 0.80
C 1.53 -5.02 -0.36
C 0.99 -3.74 -0.30
H 1.01 -3.20 3.00
H 1.79 -5.72 2.95
H 2.23 -6.73 0.76
H 1.66 -5.47 -1.38
*
```

Computed properties:
Highest occupied orbital energy (spin up / spin down) (eV): -7.68 / -8.78
Relative energy (zero: lowest compared OMol25 entry of this formula, charge and spin) (eV): 1.4701

Entry 3:
Formula: C5H6N2O
Source: OMol25
Level of theory: ωB97M-V/def2-TZVPD

ORCA input file:
```
! RIJCOSX wB97M-V def2-TZVPD def2/J DEFGRID3
* xyz 0 1
C 0.62 -1.77 1.81
C -0.14 -1.02 0.97
C -1.64 -1.22 0.70
N -2.76 -1.26 0.46
C 0.53 0.28 0.19
O 1.39 0.92 0.67
N -0.05 0.41 -1.03
C 0.30 1.68 -1.66
H 1.63 -1.55 2.17
H 0.02 -2.64 2.16
H -1.03 0.15 -1.01
H -0.22 1.83 -2.62
H -0.06 2.36 -0.98
H 1.41 1.84 -1.82
*
```

Computed properties:
Highest occupied orbital energy (eV): -10.29
Relative energy (zero: lowest compared OMol25 entry of this formula, charge and spin) (eV): 1.2699
SMILES string: C=C(C#N)C(=O)NC

Entry 4:
Formula: CH4Cl2O2P
Source: OMol25
Level of theory: ωB97M-V/def2-TZVPD

ORCA input file:
```
! RIJCOSX wB97M-V def2-TZVPD def2/J DEFGRID3
* xyz 1 1
C -0.76 0.65 -0.72
O -2.10 0.52 -0.83
O 0.05 0.26 0.75
P 1.40 -0.05 1.56
Cl 2.97 0.45 0.46
Cl 1.27 -2.49 1.00
H -0.23 1.65 -0.84
H 0.16 -2.16 0.41
H -0.13 -0.04 -1.41
H -2.62 1.20 -0.38
*
```

Computed properties:
Highest occupied orbital energy (eV): -15.23
Relative energy (zero: lowest compared OMol25 entry of this formula, charge and spin) (eV): 2.3177

Entry 5:
Formula: C6H12O
Source: OMol25
Level of theory: ωB97M-V/def2-TZVPD

ORCA input file:
```
! RIJCOSX wB97M-V def2-TZVPD def2/J DEFGRID3
* xyz 0 1
C 1.08 1.35 -1.17
C 0.21 1.41 -0.16
C -1.29 1.30 -0.31
C -1.83 -0.12 -0.09
C -1.33 -0.81 1.16
O -0.77 -0.26 2.08
H 2.15 1.41 -0.99
H 0.76 1.23 -2.20
H 0.58 1.50 0.85
H -1.77 1.99 0.39
H -1.58 1.61 -1.32
H -1.60 -0.77 -0.94
H -2.93 -0.10 -0.02
H -1.53 -1.90 1.20
C 1.97 -1.57 0.31
H 1.76 -1.06 1.25
H 2.28 -2.60 0.50
H 2.76 -1.04 -0.23
H 1.07 -1.57 -0.30
*
```

Computed properties:
Highest occupied orbital energy (eV): -9.59
Relative energy (zero: lowest compared OMol25 entry of this formula, charge and spin) (eV): 1.3825
SMILES string: C=CCCC=O.C

Entry 6:
Formula: C5H9N2O
Source: OMol25
Level of theory: ωB97M-V/def2-TZVPD

ORCA input file:
```
! RIJCOSX wB97M-V def2-TZVPD def2/J DEFGRID3
* xyz 1 1
C -0.12 0.78 -0.44
C 0.63 1.28 0.90
C -1.70 -0.06 1.01
C 0.20 -0.40 -1.05
C -0.44 -0.65 1.35
N -1.47 0.68 -0.15
N 1.39 -0.67 -2.02
O 0.62 0.13 1.74
H 1.60 1.78 0.94
H -0.06 2.01 1.13
H -2.62 -0.63 0.96
H -1.93 0.58 1.89
H -0.64 -0.94 -1.23
H -0.37 -1.60 1.90
H 2.04 0.18 -2.17
H 0.98 -0.85 -2.93
H 1.88 -1.61 -1.82
*
```

Computed properties:
Highest occupied orbital energy (spin up / spin down) (eV): -11.78 / -13.17
Relative energy (zero: lowest compared OMol25 entry of this formula, charge and spin) (eV): 7.8269

Entry 7:
Formula: C10H16
Source: OMol25
Level of theory: ωB97M-V/def2-TZVPD

ORCA input file:
```
! RIJCOSX wB97M-V def2-TZVPD def2/J DEFGRID3
* xyz 0 1
C 2.24 1.85 2.15
C 0.89 1.38 1.96
C 0.39 1.19 0.63
C -0.92 0.85 0.46
C -1.72 0.42 1.53
C -1.26 0.61 2.89
C 0.02 1.12 3.04
H 2.31 2.95 2.06
H 3.19 1.52 1.58
H 2.65 1.53 3.20
H 0.90 1.52 -0.24
H -1.45 0.94 -0.58
H -2.67 -0.05 1.53
H -1.98 0.37 3.75
H 0.27 1.27 4.09
C 0.43 -0.90 -3.39
C -0.33 -1.18 -2.10
C -0.68 -2.66 -2.10
H 0.20 -1.57 -4.38
H -0.02 0.11 -3.65
H 1.43 -0.76 -3.18
H -1.38 -0.67 -2.08
H 0.23 -0.83 -1.22
H -0.09 -3.21 -1.45
H -0.98 -3.20 -2.98
H -1.66 -2.63 -1.54
*
```

Computed properties:
Highest occupied orbital energy (eV): -8.80
Relative energy (zero: lowest compared OMol25 entry of this formula, charge and spin) (eV): 2.6814
SMILES string: Cc1ccccc1.CCC

Entry 8:
Formula: C4H2F2O
Source: OMol25
Level of theory: ωB97M-V/def2-TZVPD

ORCA input file:
```
! RIJCOSX wB97M-V def2-TZVPD def2/J DEFGRID3
* xyz 0 1
C -0.05 -2.05 -2.00
C -0.33 -1.73 -0.82
C 0.27 -0.88 0.07
C -0.10 0.58 0.13
O -1.13 0.92 0.77
F -0.01 1.31 -1.02
F 1.21 1.16 0.83
H 0.99 -1.01 0.80
H -0.85 1.69 1.25
*
```

Computed properties:
Highest occupied orbital energy (eV): -10.90
Relative energy (zero: lowest compared OMol25 entry of this formula, charge and spin) (eV): 4.7457

Entry 9:
Formula: C4H9ISi
Source: OMol25
Level of theory: ωB97M-V/def2-TZVPD

ORCA input file:
```
! RIJCOSX wB97M-V def2-TZVPD def2/J DEFGRID3
* xyz 0 1
C 0.24 0.90 0.84
C -0.64 0.26 0.03
C -1.62 0.98 -0.73
C -0.98 -1.11 0.36
Si 3.03 -1.25 -0.15
I 5.22 -0.10 -0.07
H 0.11 2.00 0.74
H -1.52 2.12 -0.67
H -1.72 0.55 -1.74
H -2.48 0.55 -0.13
H -2.03 -1.33 0.50
H -0.33 -1.29 1.35
H -0.55 -1.84 -0.37
H 0.51 0.74 1.68
H 2.76 -1.18 -1.62
*
```

Computed properties:
Highest occupied orbital energy (eV): -8.44
Relative energy (zero: lowest compared OMol25 entry of this formula, charge and spin) (eV): 3.8133

Entry 10:
Formula: C15H117AlClN2O42
Source: OMol25
Level of theory: ωB97M-V/def2-TZVPD

ORCA input file:
```
! RIJCOSX wB97M-V def2-TZVPD def2/J DEFGRID3
* xyz -1 1
C 0.22 3.24 -0.57
C 0.86 2.70 -1.83
C -0.07 1.95 -2.79
C -1.16 1.12 -2.14
C -1.59 -0.10 -2.97
C -0.91 -1.38 -2.51
C -1.40 -1.82 -1.12
Al 0.17 -2.24 0.12
C -0.68 -2.86 1.90
C -1.96 -3.48 1.70
N -3.05 -2.90 1.40
C 1.33 -3.69 -0.70
C 2.82 -3.38 -0.90
C 3.68 -3.69 0.32
N 4.22 -2.47 0.94
C 1.14 -0.51 0.57
C 1.83 -0.54 1.95
C 0.98 0.12 3.01
Cl 1.66 1.70 3.57
H -0.27 4.19 -0.72
H 1.01 3.44 0.15
H -0.46 2.55 -0.08
H 1.73 2.10 -1.58
H 1.23 3.56 -2.37
H 0.54 1.25 -3.35
H -0.48 2.65 -3.51
H -0.80 0.75 -1.19
H -2.04 1.71 -1.93
H -1.43 0.08 -4.02
H -2.65 -0.23 -2.79
H -1.17 -2.16 -3.22
H 0.17 -1.23 -2.56
H -1.95 -0.99 -0.70
H -1.99 -2.71 -1.19
H 0.02 -3.50 2.42
H -0.82 -1.93 2.44
H -2.03 -4.56 1.81
H -2.83 -1.90 1.31
H 0.91 -3.95 -1.66
H 1.24 -4.57 -0.08
H 3.01 -2.39 -1.27
H 3.18 -4.06 -1.66
H 4.52 -4.33 0.03
H 3.12 -4.22 1.08
H 4.99 -2.69 1.57
H 4.49 -1.79 0.26
H 1.82 -0.15 -0.20
H 0.37 0.25 0.66
H 2.82 -0.12 1.92
H 1.95 -1.58 2.23
H 0.93 -0.52 3.87
H -0.04 0.28 2.70
O 3.16 0.16 -2.55
H 2.24 0.26 -2.27
H 3.24 0.73 -3.32
O 6.20 -0.27 -1.52
H 6.49 -0.17 -2.43
H 5.26 -0.02 -1.55
O -0.44 6.18 -1.79
H 0.20 6.88 -1.70
H -1.18 6.45 -1.21
O -2.57 0.30 1.52
H -1.88 0.96 1.62
H -3.25 0.57 2.15
O 4.73 1.50 -4.89
H 4.82 1.89 -5.76
H 5.64 1.30 -4.62
O -5.52 -5.02 2.05
H -4.82 -4.34 2.06
H -6.18 -4.67 2.65
O 2.45 -6.60 0.58
H 1.81 -7.27 0.84
H 3.30 -7.07 0.59
O -2.33 2.75 2.75
H -2.84 3.32 2.16
H -2.91 2.54 3.49
O -2.37 7.71 -0.31
H -3.28 7.78 -0.01
H -2.33 8.32 -1.06
O 5.39 -0.91 -6.28
H 4.92 -0.45 -6.99
H 4.74 -0.94 -5.56
O -1.25 -5.20 -2.27
H -1.68 -4.61 -2.90
H -1.88 -5.28 -1.55
O -3.01 10.27 -1.93
H -2.35 10.97 -1.82
H -3.73 10.54 -1.35
O 4.74 -8.05 -0.76
H 4.83 -7.60 -1.61
H 5.63 -8.34 -0.54
O -4.25 2.13 5.48
H -3.56 1.77 6.07
H -4.79 2.67 6.06
O 0.43 4.80 2.76
H -0.26 4.54 2.14
H 0.72 3.95 3.13
O 6.57 -3.91 -5.46
H 6.20 -3.02 -5.53
H 6.43 -4.30 -6.34
O 6.25 -3.05 3.41
H 5.83 -3.29 4.24
H 7.07 -2.62 3.66
O 3.58 -3.14 -7.36
H 3.14 -3.34 -6.52
H 4.36 -2.63 -7.10
O 5.10 -3.66 6.28
H 4.33 -3.69 6.86
H 5.84 -3.91 6.84
O 0.90 -4.14 -8.36
H 0.46 -4.32 -7.52
H 1.67 -3.62 -8.12
O -5.27 -1.13 5.44
H -4.67 -1.32 4.70
H -5.05 -0.23 5.71
O -2.11 -1.57 4.74
H -2.04 -2.46 4.38
H -2.30 -1.03 3.96
O 1.54 -4.56 5.01
H 1.05 -3.77 4.78
H 2.11 -4.72 4.25
O -5.62 10.96 -3.63
H -5.54 11.40 -4.48
H -4.70 10.74 -3.40
O 4.76 2.48 1.92
H 4.00 2.42 2.52
H 5.51 2.24 2.47
O -1.43 -5.01 -5.87
H -2.10 -5.37 -6.46
H -1.11 -5.78 -5.38
O 5.29 -2.41 -9.66
H 6.06 -2.99 -9.65
H 4.68 -2.80 -9.02
O -7.98 -0.73 3.87
H -8.69 -0.92 4.49
H -7.17 -0.97 4.34
O -1.35 10.24 0.81
H -1.31 10.16 1.77
H -1.00 9.40 0.49
O 3.84 -8.82 2.15
H 3.90 -8.90 3.11
H 4.15 -9.67 1.82
O -5.09 -2.24 8.23
H -5.12 -1.72 7.41
H -4.17 -2.49 8.34
O -6.06 -3.94 4.75
H -5.43 -4.24 5.42
H -6.59 -3.28 5.21
O 3.89 -1.36 4.62
H 3.38 -0.58 4.38
H 4.45 -1.53 3.85
O -4.66 7.83 -2.02
H -5.24 8.56 -2.26
H -4.05 7.75 -2.76
O -4.08 -6.71 -6.63
H -4.96 -6.67 -6.24
H -3.72 -7.55 -6.33
O -3.27 -3.07 7.54
H -3.12 -2.70 6.67
H -2.41 -3.39 7.82
O -4.19 8.30 1.99
H -3.57 8.00 2.67
H -4.79 8.89 2.46
O -8.12 8.24 -1.56
H -8.04 8.69 -2.41
H -7.21 8.04 -1.32
O 2.87 -10.35 -1.04
H 3.57 -9.68 -0.95
H 2.17 -10.03 -0.46
O 3.61 4.62 -2.11
H 4.17 4.31 -1.40
H 2.99 5.22 -1.68
O -2.92 7.72 4.60
H -3.67 7.55 5.19
H -2.14 7.53 5.12
O -1.31 12.63 -2.93
H -0.63 12.39 -3.57
H -1.10 13.54 -2.69
*
```

Computed properties:
Highest occupied orbital energy (eV): -4.56

Entry 11:
Formula: C3HCl3N2
Source: OMol25
Level of theory: ωB97M-V/def2-TZVPD

ORCA input file:
```
! RIJCOSX wB97M-V def2-TZVPD def2/J DEFGRID3
* xyz 0 1
C -1.18 0.70 2.09
C -0.26 0.47 1.06
C 1.32 -0.40 1.66
N -1.76 0.88 3.07
N -0.40 0.65 -0.11
Cl 0.94 -1.61 2.91
Cl 1.96 -1.09 0.19
Cl 2.38 0.78 2.43
H 0.37 0.61 -0.67
*
```

Computed properties:
Highest occupied orbital energy (eV): -10.45
Relative energy (zero: lowest compared OMol25 entry of this formula, charge and spin) (eV): 0.8124

Entry 12:
Formula: C15H48O12
Source: OMol25
Level of theory: ωB97M-V/def2-TZVPD

ORCA input file:
```
! RIJCOSX wB97M-V def2-TZVPD def2/J DEFGRID3
* xyz 1 2
C 3.20 -2.37 -1.41
O 4.41 -1.87 -1.96
H 3.16 -2.50 -0.33
H 2.42 -1.68 -1.71
H 2.92 -3.32 -1.87
H 4.66 -1.07 -1.48
C 4.18 1.60 0.69
O 4.61 1.81 2.01
H 3.95 2.48 0.09
H 4.77 0.85 0.16
H 3.22 1.10 0.71
H 3.87 1.97 2.60
C -1.94 4.48 -0.99
O -3.00 5.18 -0.23
H -2.16 4.70 -2.04
H -0.97 4.94 -0.82
H -2.02 3.40 -0.85
H -3.78 5.09 -0.78
C 0.92 1.63 2.99
C 1.47 1.45 4.45
O 2.92 1.37 4.56
O 1.29 2.81 2.39
H -0.16 1.47 2.96
H 1.32 0.74 2.50
H 1.13 0.53 4.91
H 1.10 2.21 5.14
H 3.07 1.21 5.49
H 1.31 3.51 3.05
C -0.24 0.15 -5.72
C 0.12 1.70 -5.81
O 1.48 1.85 -5.47
O 0.02 -0.69 -4.63
H 0.30 -0.23 -6.58
H -1.30 -0.02 -5.92
H -0.47 2.09 -4.98
H -0.20 2.05 -6.79
H 1.73 1.18 -4.84
H -0.32 -1.56 -4.84
C -1.99 -4.58 -0.48
C -1.48 -3.75 -1.64
O -2.01 -4.43 -2.79
O -3.41 -4.27 -0.25
H -1.57 -4.33 0.49
H -1.83 -5.64 -0.67
H -0.39 -3.83 -1.60
H -1.82 -2.72 -1.71
H -2.93 -4.48 -2.54
H -3.68 -4.85 0.47
C -3.94 1.95 3.64
C -2.83 1.30 2.90
O -2.43 0.02 3.42
H -3.92 1.99 4.73
H -4.92 1.68 3.26
H -3.84 3.00 3.35
H -2.02 2.01 3.04
H -2.94 1.18 1.82
H -2.35 0.08 4.37
C -0.29 -2.26 1.58
C 0.84 -2.86 2.49
O 1.33 -4.05 1.92
H 0.04 -2.39 0.55
H -0.51 -1.19 1.58
H -1.22 -2.82 1.57
H 0.38 -3.18 3.42
H 1.65 -2.16 2.71
H 0.69 -4.53 1.39
C -0.12 1.51 -0.97
C 0.50 0.20 -1.23
O -0.47 -0.50 -1.98
H -0.99 1.45 -0.32
H -0.66 2.08 -1.74
H 0.42 2.28 -0.41
H 0.86 -0.27 -0.31
H 1.41 0.28 -1.82
H -0.50 -0.16 -2.88
*
```

Computed properties:
Highest occupied orbital energy (spin up / spin down) (eV): -12.38 / -12.37